[1]
{
  "formula": "C5H11ClN3O2",
  "method": "ωB97M-V with the def2-TZVPD basis set",
  "symbols": ["C", "C", "C", "C", "C", "N", "N", "N", "O", "O", "Cl", "H", "H", "H", "H", "H", "H", "H", "H", "H", "H", "H"],
  "positions_angstrom": [[0.3063, 0.0233, -3.0475], [-0.5293, -1.1943, -2.5546], [0.9127, 0.1215, -1.6397], [-1.3302, 1.5439, 2.1988], [0.7423, 0.3459, 2.4624], [-0.2790, -1.8025, 0.9747], [0.1264, -1.0316, -1.2206], [-0.1593, -1.3180, -0.0454], [-0.6917, 0.4730, 2.6709], [1.0522, -1.0730, 2.3324], [-1.3865, 1.6075, 0.4183], [0.8782, -0.2663, -3.9364], [-0.2447, 1.0005, -3.2764], [-1.5635, -1.0722, -2.3985], [-0.3495, -2.0639, -3.1493], [1.8987, -0.2157, -1.5243], [0.6834, 1.1385, -1.3242], [0.8278, -1.6109, 3.0965], [-1.0268, 2.5849, 2.6212], [-2.4637, 1.3796, 2.5418], [1.0550, 0.8242, 1.5049], [1.5415, 0.6057, 3.2950]],
  "charge": 1,
  "homo_lumo_gap_ev": 10.301,
  "e_above_lowest_kj_mol": 0.0
}



[2]
{
  "formula": "C5H11ClNO",
  "method": "ωB97M-V with the def2-TZVPD basis set",
  "symbols": ["C", "C", "C", "C", "C", "N", "O", "Cl", "H", "H", "H", "H", "H", "H", "H", "H", "H", "H", "H"],
  "positions_angstrom": [[1.8571, -0.3840, -0.3723], [0.1853, 1.8630, -0.4425], [-0.7594, -0.3083, -1.4172], [-0.6786, -1.4237, 1.2807], [0.0196, 0.3740, -0.3388], [-0.3674, 0.0024, 1.0517], [2.2248, -1.0654, -1.2470], [2.6982, 0.1303, 1.0341], [-0.7664, 2.3720, -0.2845], [0.5363, 2.1317, -1.4347], [0.9017, 2.2393, 0.2843], [-0.4916, 0.1190, -2.3790], [-1.8312, -0.1626, -1.2774], [-0.5504, -1.3732, -1.4652], [-0.7985, -1.6102, 2.3468], [-1.5965, -1.7012, 0.7707], [0.1343, -2.0396, 0.9059], [-1.1682, 0.5753, 1.3508], [0.4510, 0.2611, 1.6336]],
  "spin_multiplicity": 3,
  "charge": 1,
  "homo_lumo_gap_ev": [6.571, 8.223],
  "e_above_lowest_kj_mol": 8.1
}



[3]
{
  "formula": "C5H11ClNOP",
  "method": "ωB97M-V with the def2-TZVPD basis set",
  "symbols": ["C", "C", "C", "C", "C", "N", "O", "P", "Cl", "H", "H", "H", "H", "H", "H", "H", "H", "H", "H", "H"],
  "positions_angstrom": [[-1.2418, 0.2789, 0.3526], [1.0560, -0.9282, 0.0919], [-0.0945, -0.0457, -0.5519], [0.4294, 1.3122, -1.1857], [-0.7216, -0.9009, -1.6903], [0.1060, 1.1395, 2.3047], [1.7505, -0.3234, 1.1597], [1.2054, 0.0568, 2.6856], [-0.0252, -1.6503, 2.8732], [-1.4871, 1.3134, 0.3400], [-1.9603, -0.4397, 0.6719], [0.5195, -1.7071, 0.5072], [1.7905, -1.2807, -0.6284], [1.4574, 1.1403, -1.5670], [0.5182, 1.9296, -0.2998], [-0.3005, 1.6158, -1.9018], [-1.3899, -0.2191, -2.1823], [-1.3033, -1.7825, -1.5366], [0.0831, -1.2614, -2.4793], [-0.3917, 1.7525, 3.0362]],
  "charge": 0,
  "homo_lumo_gap_ev": [6.591, 8.052],
  "e_above_lowest_kj_mol": 264.6
}



[4]
{
  "formula": "C5H11CuO4",
  "method": "ωB97M-V with the def2-TZVPD basis set",
  "symbols": ["O", "C", "C", "O", "C", "C", "O", "C", "Cu", "H", "H", "H", "H", "H", "H", "H", "H", "H", "O", "H", "H"],
  "positions_angstrom": [[2.4382, 0.1605, -1.0494], [2.6397, -0.4592, 0.1628], [1.5692, -1.5340, 0.3656], [0.3368, -0.8657, 0.1302], [-0.9444, -1.4487, 0.2354], [-1.8938, -0.2715, 0.2689], [-1.6026, 0.6327, -0.8020], [-1.5515, 2.0144, -0.5460], [0.5516, 0.6100, -1.2091], [3.6279, -0.9484, 0.2412], [1.5928, -1.9492, 1.3839], [1.6410, -2.3317, -0.3920], [-1.0471, -2.0328, 1.1609], [-1.1234, -2.1221, -0.6157], [-1.7063, 0.2704, 1.2092], [-2.9350, -0.6097, 0.2034], [-2.0431, 2.5941, -1.3361], [-2.0481, 2.2324, 0.4091], [-0.0920, 2.3690, -0.3309], [0.0894, 3.3016, -0.4921], [2.5009, 0.3879, 1.0025]],
  "spin_multiplicity": 2,
  "charge": 1,
  "homo_lumo_gap_ev": [10.361, 7.477],
  "e_above_lowest_kj_mol": 0.0
}



[5]
{
  "formula": "C5H11FO2Si",
  "method": "ωB97M-V with the def2-TZVPD basis set",
  "symbols": ["C", "C", "C", "Si", "F", "C", "O", "O", "C", "H", "H", "H", "H", "H", "H", "H", "H", "H", "H", "H"],
  "positions_angstrom": [[1.8951, 0.2986, -0.9527], [0.5772, 0.8295, -1.4933], [-0.3379, -0.2686, -1.9833], [-1.1751, -1.6098, -0.3411], [-0.5456, -3.0828, -0.5066], [-0.5270, -0.8431, 1.2835], [0.4308, -1.2001, 1.9203], [-1.2485, 0.2481, 1.5832], [-0.8175, 1.0539, 2.6780], [2.4136, -0.2778, -1.7128], [2.5406, 1.1228, -0.6492], [1.7316, -0.3439, -0.0941], [0.0709, 1.4193, -0.7282], [0.7901, 1.4951, -2.3342], [0.1708, -0.9496, -2.6592], [-1.2199, 0.1346, -2.4718], [-2.6109, -1.7973, -0.3754], [-1.6814, 1.2664, 3.3008], [-0.4008, 1.9844, 2.2901], [-0.0560, 0.5201, 3.2461]],
  "charge": 0,
  "homo_lumo_gap_ev": 10.552,
  "e_above_lowest_kj_mol": 78.9,
  "smiles": "CCC[Si@@H](F)C(=O)OC"
}



[6]
{
  "formula": "C5H11FS",
  "method": "ωB97M-V with the def2-TZVPD basis set",
  "symbols": ["C", "C", "C", "C", "C", "F", "S", "H", "H", "H", "H", "H", "H", "H", "H", "H", "H", "H"],
  "positions_angstrom": [[-1.3887, -0.0925, 1.7809], [1.3629, 0.2898, 0.3054], [1.3904, -0.3823, -2.0495], [-1.5708, 0.5499, 0.4190], [0.6208, -0.0688, -0.8593], [-1.8367, -1.9219, -0.0450], [-0.9782, -0.5127, -0.9205], [-0.3793, 0.0935, 2.0146], [-1.6063, -1.1328, 1.8489], [-1.9774, 0.6046, 2.5235], [1.9644, -0.4596, 0.6729], [2.1676, 1.0687, -0.0334], [0.8248, 0.9627, 0.9048], [0.9680, -0.6847, -2.9463], [1.8417, 0.6082, -2.2157], [2.2049, -1.1398, -1.9771], [-0.9895, 1.3878, 0.3099], [-2.6187, 0.8299, 0.2670]],
  "charge": 0,
  "homo_lumo_gap_ev": 9.371,
  "e_above_lowest_kj_mol": 249.7
}



[7]
{
  "formula": "C5H11FSi",
  "method": "ωB97M-V with the def2-TZVPD basis set",
  "symbols": ["C", "C", "C", "C", "C", "F", "Si", "H", "H", "H", "H", "H", "H", "H", "H", "H", "H", "H"],
  "positions_angstrom": [[1.5879, 0.2771, 2.5328], [1.6790, 0.0219, 1.2323], [-2.3430, -0.2420, -0.2341], [-0.0897, 1.1664, -2.0032], [1.0241, -1.0912, 0.5738], [-0.7548, -1.6006, -2.1856], [-0.6699, -0.3898, -1.1029], [2.1127, 1.0919, 2.9958], [0.9951, -0.3453, 3.1836], [2.2962, 0.6535, 0.6032], [-2.5729, -1.1304, 0.3455], [-2.3504, 0.6060, 0.4444], [-3.1476, -0.0995, -0.9527], [-0.9069, 1.6290, -2.5537], [0.2888, 1.9035, -1.3023], [0.7012, 0.9402, -2.7090], [0.4817, -1.7519, 1.2346], [1.6686, -1.6388, -0.1025]],
  "charge": 0,
  "homo_lumo_gap_ev": 8.991,
  "e_above_lowest_kj_mol": 0.0
}



[8]
{
  "formula": "C5H11IN2",
  "method": "ωB97M-V with the def2-TZVPD basis set",
  "symbols": ["C", "C", "C", "C", "N", "I", "H", "H", "H", "H", "H", "H", "H", "H", "H", "H", "C", "N", "H"],
  "positions_angstrom": [[-0.4810, 0.5451, 1.1729], [0.0025, 0.4718, -0.3210], [-0.2220, 2.0068, -0.7180], [-0.7147, -0.6178, -1.1734], [1.4338, 0.2572, -0.1428], [2.6498, 0.2370, -1.7445], [0.0821, 1.2360, 1.8221], [-1.5204, 0.7284, 1.3779], [-0.3026, -0.3985, 1.5392], [-0.0354, 2.0268, -1.8544], [0.4387, 2.5158, -0.0394], [-1.1573, 2.2571, -0.4630], [-1.7883, -0.5214, -0.8677], [-0.4261, -0.3393, -2.1980], [-0.3535, -1.4968, -0.7729], [1.4653, -0.5348, 0.4583], [2.2204, -3.8346, 0.6572], [1.2889, -3.2798, 0.3370], [3.1023, -4.3403, 0.9117]],
  "charge": 0,
  "homo_lumo_gap_ev": 8.695,
  "e_above_lowest_kj_mol": 76.5,
  "smiles": "CC(C)(C)NI.C#N"
}